[1]
Density functional theory data (the ωB97M-V functional and the def2-TZVPD basis) for a structure of composition C55H58Ge2PdS4.

Atoms and positions in Å:
Pd 1.647 1.404 1.391
C 3.182 6.165 0.953
C 3.303 4.844 1.662
C 2.392 4.471 2.636
C 2.467 3.223 3.252
C 3.489 2.338 2.919
C 4.420 2.718 1.946
C 4.321 3.948 1.326
H 4.164 6.599 0.761
H 2.599 6.874 1.539
H 2.683 6.035 -0.009
H 1.590 5.148 2.904
H 1.759 2.969 4.031
H 3.623 1.419 3.476
H 5.219 2.039 1.678
H 5.038 4.220 0.561
C -3.711 -1.853 5.288
C -3.639 -1.143 3.963
C -3.940 -1.802 2.778
C -3.919 -1.148 1.552
C -4.228 -1.909 0.288
C -3.610 0.217 1.514
C -3.285 0.896 2.694
C -2.923 2.358 2.700
C -3.294 0.198 3.896
C -3.764 0.958 0.224
C -5.080 1.182 -0.186
C -5.360 1.887 -1.340
C -4.318 2.387 -2.103
C -2.998 2.177 -1.726
C -2.712 1.444 -0.560
Ge -0.812 1.216 -0.100
S 0.210 3.044 0.525
S 0.287 0.048 -1.674
Ge 1.311 -1.040 -0.005
S 3.221 -0.108 0.497
S -0.260 -0.317 1.549
C 1.451 -3.001 -0.226
C 1.736 -3.527 -1.498
C 1.866 -4.903 -1.660
C 1.738 -5.762 -0.583
C 1.488 -5.247 0.674
C 1.350 -3.874 0.871
C 1.112 -3.409 2.271
C 2.167 -2.985 3.084
C 3.605 -3.001 2.638
C 1.881 -2.554 4.380
C 0.596 -2.567 4.890
C 0.306 -2.073 6.281
C -0.431 -3.049 4.081
C -0.193 -3.468 2.784
C -1.325 -3.956 1.922
C 1.925 -2.670 -2.705
C 0.865 -2.433 -3.580
C -0.514 -2.986 -3.333
C 1.091 -1.658 -4.715
C 2.333 -1.111 -4.988
C 2.554 -0.244 -6.197
C 3.380 -1.373 -4.110
C 3.202 -2.157 -2.981
C 4.382 -2.516 -2.117
C -1.923 2.771 -2.577
C -1.448 4.055 -2.308
C -2.022 4.901 -1.202
C -0.448 4.586 -3.117
C 0.080 3.879 -4.183
C 1.178 4.463 -5.030
C -0.438 2.616 -4.461
C -1.441 2.056 -3.685
C -2.027 0.719 -4.050
H -3.885 -2.921 5.156
H -4.526 -1.454 5.895
H -2.790 -1.726 5.858
H -4.202 -2.855 2.807
H -4.172 -2.983 0.465
H -3.524 -1.652 -0.506
H -5.228 -1.681 -0.087
H -3.378 2.897 1.870
H -1.841 2.493 2.618
H -3.241 2.828 3.632
H -3.045 0.728 4.811
H -5.886 0.804 0.432
H -6.387 2.061 -1.637
H -4.520 2.959 -3.002
H 2.074 -5.293 -2.650
H 1.845 -6.830 -0.724
H 1.409 -5.906 1.530
H 3.737 -3.514 1.686
H 4.222 -3.505 3.385
H 3.984 -1.990 2.521
H 2.698 -2.210 5.007
H 1.226 -1.837 6.815
H -0.241 -2.821 6.859
H -0.306 -1.169 6.251
H -1.444 -3.077 4.463
H -2.268 -3.891 2.462
H -1.173 -4.990 1.609
H -1.409 -3.353 1.014
H -0.632 -3.355 -2.316
H -0.722 -3.814 -4.016
H -1.267 -2.216 -3.503
H 0.264 -1.471 -5.393
H 1.697 -0.274 -6.869
H 3.437 -0.561 -6.754
H 2.712 0.793 -5.898
H 4.364 -0.968 -4.321
H 5.253 -1.921 -2.389
H 4.634 -3.572 -2.241
H 4.180 -2.357 -1.058
H -2.526 4.302 -0.445
H -2.753 5.606 -1.608
H -1.237 5.476 -0.711
H -0.069 5.579 -2.896
H 1.478 5.444 -4.665
H 0.858 4.570 -6.068
H 2.057 3.818 -5.023
H -0.045 2.051 -5.300
H -1.444 0.250 -4.841
H -3.055 0.834 -4.403
H -2.054 0.042 -3.195

energy relative to the best compared isomer or geometry (same formula, charge and spin)	21.1	kJ/mol
HOMO energy (spin up / spin down)	-7.644 / -8.096	eV
LUMO energy (spin up / spin down)	0.6085 / -1.7448	eV
spin multiplicity	3
DFT total energy	-217836.3184	eV



[2]
Density functional theory data (the ωB97M-V functional and the def2-TZVPD basis) for a structure of composition C55H60Ge2O5S5Sr at a distorted geometry.

Atoms and positions in Å:
Sr -2.109 1.459 -3.513
O -3.591 4.647 -4.093
C -3.756 3.579 -4.713
O -3.865 2.437 -4.165
C -3.816 3.618 -6.220
C -4.831 4.342 -6.832
C -4.927 4.429 -8.212
C -3.970 3.792 -8.992
C -2.944 3.082 -8.393
C -2.834 2.971 -6.996
S -1.464 2.104 -6.338
H -5.562 4.838 -6.203
H -5.733 4.992 -8.667
H -4.017 3.860 -10.074
H -2.190 2.593 -8.996
C 5.315 2.594 -2.915
C 4.867 1.228 -2.466
C 4.441 0.273 -3.378
C 3.993 -0.977 -2.970
C 3.585 -1.994 -4.000
C 3.930 -1.263 -1.599
C 4.432 -0.342 -0.670
C 4.506 -0.649 0.805
C 4.885 0.892 -1.120
C 3.415 -2.578 -1.115
C 4.263 -3.677 -1.218
C 3.887 -4.914 -0.720
C 2.671 -5.038 -0.072
C 1.817 -3.942 0.062
C 2.165 -2.705 -0.484
Ge 0.813 -1.211 -0.613
S 0.072 -1.141 -2.607
S -0.934 -1.393 0.846
Ge -0.607 0.862 1.109
S -1.803 2.157 -0.089
S 1.551 0.706 0.366
C -0.715 1.425 3.054
C 0.334 2.132 3.651
C 0.220 2.594 4.962
C -0.933 2.373 5.691
C -1.980 1.678 5.110
C -1.888 1.204 3.803
C -3.036 0.413 3.270
C -4.154 1.042 2.715
C -4.347 2.535 2.753
C -5.146 0.256 2.134
C -5.070 -1.127 2.130
C -6.116 -1.962 1.441
C -4.010 -1.734 2.793
C -2.997 -0.985 3.371
C -1.865 -1.676 4.086
C 1.607 2.438 2.934
C 2.726 1.622 3.108
C 2.663 0.382 3.962
C 3.919 1.959 2.477
C 4.020 3.084 1.675
C 5.308 3.428 0.973
C 2.899 3.889 1.517
C 1.692 3.587 2.133
C 0.499 4.480 1.933
C 0.579 -4.180 0.862
C -0.520 -4.828 0.304
C -0.574 -5.155 -1.167
C -1.589 -5.184 1.125
C -1.583 -4.910 2.481
C -2.716 -5.347 3.373
C -0.493 -4.227 3.015
C 0.582 -3.851 2.226
C 1.730 -3.079 2.817
H 5.249 2.689 -3.998
H 6.346 2.786 -2.611
H 4.685 3.365 -2.466
H 4.444 0.506 -4.438
H 3.845 -1.649 -5.002
H 2.505 -2.146 -3.958
H 4.065 -2.957 -3.822
H 4.438 -1.718 0.999
H 3.688 -0.153 1.332
H 5.446 -0.277 1.220
H 5.249 1.612 -0.393
H 5.231 -3.548 -1.690
H 4.546 -5.768 -0.820
H 2.366 -5.989 0.352
H 1.052 3.137 5.397
H -1.016 2.735 6.710
H -2.891 1.492 5.669
H -3.473 3.048 3.146
H -5.210 2.781 3.380
H -4.530 2.912 1.749
H -5.981 0.751 1.649
H -6.796 -1.334 0.866
H -6.700 -2.534 2.166
H -5.644 -2.668 0.756
H -3.952 -2.818 2.830
H -2.188 -2.653 4.448
H -1.509 -1.087 4.932
H -1.027 -1.833 3.403
H 1.642 0.017 4.055
H 3.037 0.589 4.969
H 3.277 -0.411 3.532
H 4.782 1.311 2.602
H 6.137 2.833 1.359
H 5.552 4.485 1.099
H 5.220 3.236 -0.098
H 2.961 4.770 0.886
H 0.802 5.444 1.523
H -0.035 4.642 2.871
H -0.208 4.023 1.234
H 0.158 -4.580 -1.730
H -1.563 -4.928 -1.567
H -0.376 -6.219 -1.331
H -2.445 -5.684 0.682
H -3.498 -5.841 2.797
H -3.157 -4.493 3.890
H -2.359 -6.043 4.136
H -0.490 -3.976 4.072
H 1.621 -2.987 3.898
H 1.765 -2.073 2.385
H 2.684 -3.562 2.596
O -2.899 -0.055 -1.851
H -2.672 0.424 -1.022
H -2.235 -0.769 -1.897
O -1.542 3.605 -2.662
H -1.655 3.525 -1.702
H -2.306 4.145 -2.991
O -2.088 -0.677 -4.897
H -1.347 -1.088 -4.418
H -1.704 -0.247 -5.684

net charge	-2
HOMO energy	-2.297	eV
LUMO energy	3.8244	eV
DFT total energy	-236304.9264	eV



[3]
Density functional theory data (the ωB97M-V functional and the def2-TZVPD basis) for a cluster of 8 separate species, C55H61F7O6S2 in total at a distorted geometry.

Atoms and positions in Å:
C -2.082 4.773 -1.408
O -2.631 4.251 -2.594
C -2.314 4.981 -3.771
C -1.382 4.180 -4.670
C -0.068 3.867 -3.963
C 0.893 3.063 -4.828
C 2.273 2.790 -4.199
C 2.281 2.641 -2.677
C 1.462 1.430 -2.209
C 2.069 0.702 -1.001
C 1.894 1.496 0.301
O 1.031 0.853 1.264
S -0.559 0.928 0.977
O -0.893 2.277 0.594
O -0.646 0.129 -0.459
C 0.171 -1.051 -0.550
C -0.488 -1.994 -1.556
S -0.786 -1.286 -3.162
O 0.426 -1.355 -3.938
O -1.939 -1.958 -3.707
C 1.654 -0.766 -0.879
H -2.250 5.844 -1.309
H -2.542 4.280 -0.554
H -1.001 4.602 -1.330
H -1.812 5.913 -3.490
H -3.251 5.206 -4.283
H -1.896 3.246 -4.912
H -1.188 4.741 -5.587
H -0.323 3.276 -3.080
H 0.394 4.788 -3.594
H 1.059 3.638 -5.744
H 0.429 2.130 -5.156
H 2.977 3.562 -4.512
H 2.645 1.846 -4.608
H 3.323 2.507 -2.370
H 1.940 3.564 -2.203
H 1.370 0.736 -3.047
H 0.453 1.749 -1.940
H 3.146 0.680 -1.192
H 1.557 2.517 0.118
H 2.855 1.580 0.804
H 0.103 -1.585 0.392
H -1.435 -2.359 -1.172
H 0.215 -2.804 -1.752
H -1.121 0.011 -2.954
H 2.233 -1.202 -0.062
H 1.968 -1.278 -1.787
F 1.228 -3.331 1.018
C 1.334 -3.665 2.328
C 2.101 -4.756 2.675
C 2.212 -5.090 4.017
C 1.555 -4.337 4.981
C 0.786 -3.245 4.604
C 0.673 -2.897 3.265
H 2.599 -5.330 1.905
H 2.812 -5.941 4.311
H 1.643 -4.603 6.026
H 0.271 -2.659 5.352
H 0.084 -2.045 2.952
F 4.132 -8.289 1.886
C 5.175 -7.530 1.490
C 5.383 -6.312 2.104
C 6.454 -5.532 1.699
C 7.300 -5.975 0.691
C 7.069 -7.203 0.085
C 6.000 -7.993 0.485
H 4.717 -5.978 2.888
H 6.626 -4.582 2.181
H 8.135 -5.364 0.378
H 7.722 -7.550 -0.704
H 5.806 -8.955 0.030
F -3.671 7.206 -0.214
C -4.732 6.775 0.506
C -5.144 7.518 1.593
C -6.234 7.066 2.323
C -6.883 5.892 1.965
C -6.443 5.164 0.867
C -5.359 5.607 0.123
H -4.615 8.426 1.855
H -6.577 7.635 3.177
H -7.730 5.544 2.540
H -6.945 4.248 0.586
H -5.002 5.060 -0.741
F -4.414 -7.265 -4.948
C -3.355 -6.637 -5.505
C -2.917 -5.449 -4.956
C -1.827 -4.810 -5.529
C -1.201 -5.361 -6.640
C -1.663 -6.555 -7.176
C -2.747 -7.207 -6.606
H -3.424 -5.032 -4.095
H -1.473 -3.881 -5.104
H -0.354 -4.858 -7.085
H -1.178 -6.984 -8.043
H -3.120 -8.141 -7.003
F 5.690 -3.570 4.009
C 5.736 -3.946 5.306
C 6.504 -5.038 5.656
C 6.544 -5.420 6.989
C 5.818 -4.717 7.941
C 5.050 -3.625 7.561
C 5.007 -3.228 6.232
H 7.055 -5.575 4.895
H 7.144 -6.270 7.284
H 5.851 -5.021 8.979
H 4.480 -3.078 8.300
H 4.419 -2.378 5.912
F -2.629 -2.714 0.860
C -3.711 -3.462 0.534
C -3.548 -4.820 0.357
C -4.658 -5.581 0.017
C -5.897 -4.977 -0.145
C -6.031 -3.607 0.037
C -4.930 -2.836 0.383
H -2.571 -5.267 0.482
H -4.551 -6.648 -0.122
H -6.757 -5.574 -0.414
H -6.994 -3.134 -0.094
H -5.011 -1.768 0.532
F -3.402 9.893 2.548
C -2.405 10.799 2.430
C -2.493 11.983 3.133
C -1.464 12.905 3.008
C -0.379 12.636 2.186
C -0.318 11.438 1.487
C -1.337 10.504 1.609
H -3.352 12.173 3.763
H -1.512 13.837 3.555
H 0.419 13.360 2.090
H 0.525 11.228 0.843
H -1.310 9.562 1.079

HOMO energy	-8.907	eV
LUMO energy	0.5013	eV
DFT total energy	-111000.2380	eV